(1)
Entry from OMol25: one molecule with the formula C6H10O in a non-equilibrium geometry (ωB97M-V/def2-TZVPD).

Last column: natural (NBO) charge in e.
CARTESIAN COORDINATES (ANGSTROEM)
O 0.33 -0.66 1.81  -0.52
C 1.23 -0.97 1.07  0.44
C 1.68 -0.13 -0.10  -0.52
C 0.80 1.09 -0.35  -0.46
C -0.61 0.83 -0.80  -0.11
C -1.27 -0.42 -0.92  -0.46
C -2.19 -0.44 0.69  -0.34
H 1.82 -1.89 1.26  0.11
H 2.71 0.18 0.12  0.24
H 1.76 -0.77 -0.99  0.23
H 1.32 1.75 -1.06  0.22
H 0.73 1.67 0.58  0.23
H -1.12 1.71 -1.21  0.19
H -2.05 -0.45 -1.69  0.22
H -0.62 -1.30 -0.99  0.21
H -2.67 0.53 0.85  0.14
H -1.86 -0.72 1.74  0.19

Results
Orbital gap (spin up / spin down)   7.903 / 8.515 eV
HOMO (spin up / spin down)   -7.28 / -7.97 eV
Energy above the lowest of the compared OMol25 structures with the same formula, charge and spin   4.681 eV
F_max   2.7 eV Å⁻¹


(2)
Entry from OMol25: one molecule with the formula C6H10O (ωB97M-V/def2-TZVPD).

Last column: natural (NBO) charge in e.
CARTESIAN COORDINATES (ANGSTROEM)
C 1.92 -0.55 0.19  -0.61
C 0.56 0.09 0.43  -0.23
C 0.11 1.26 -0.45  -0.45
C -1.40 1.24 -0.24  -0.16
C -1.80 0.07 0.24  -0.24
C -0.64 -0.88 0.41  0.06
O -0.60 -1.85 -0.64  -0.71
H 1.99 -1.04 -0.78  0.21
H 2.72 0.20 0.27  0.21
H 2.10 -1.30 0.96  0.21
H 0.56 0.48 1.46  0.20
H 0.33 1.12 -1.52  0.21
H 0.56 2.21 -0.16  0.22
H -2.04 2.09 -0.47  0.21
H -2.84 -0.21 0.44  0.22
H -0.67 -1.47 1.33  0.18
H -0.86 -1.40 -1.45  0.46

Results
Orbital gap   10.643 eV
HOMO   -9.67 eV
Energy above the lowest of the compared OMol25 structures with the same formula, charge and spin   0.183 eV
F_max   0.3 eV Å⁻¹
SMILES   C[C@H]1CC=C[C@H]1O